ORCA calculation (ωB97M-V/def2-TZVPD) on a 3-piece molecular cluster, C28H30O7 overall at a distorted geometry.

XYZ file:
```
65
C28H30O7, DFT ωB97M-V/def2-TZVPD
C -2.76 -3.47 1.78
C -1.67 -2.50 1.91
C -0.25 -3.21 2.09
C 0.68 -3.48 1.06
C 0.71 -3.20 -0.50
C -0.69 -2.96 -1.23
C -0.96 -1.43 -1.72
C -2.54 -1.34 -2.07
C -0.45 -0.32 -0.69
C -0.84 1.15 -1.29
C -0.37 2.35 -0.27
C -0.07 2.09 1.15
C -1.19 2.22 2.30
C 1.47 1.69 1.47
C 1.81 -4.34 1.82
O 2.62 -5.13 1.28
O 1.61 -4.32 3.24
C 0.38 -3.66 3.50
O 0.07 -3.32 4.67
H -3.34 -3.64 0.80
H -3.05 -4.16 2.66
H -1.90 -1.40 1.92
H 1.27 -4.05 -1.02
H 1.42 -2.28 -0.61
H -1.58 -3.41 -0.66
H -0.64 -3.57 -2.21
H -0.37 -1.32 -2.71
H -2.63 -0.63 -2.98
H -3.03 -2.36 -2.26
H -3.06 -0.76 -1.21
H -0.93 -0.39 0.35
H 0.68 -0.29 -0.54
H -0.23 1.33 -2.26
H -1.95 1.27 -1.49
H -0.20 3.43 -0.62
H -1.47 3.32 2.47
H -0.86 1.74 3.30
H -2.18 1.69 2.01
H 1.55 0.66 1.96
H 2.04 1.61 0.46
H 2.03 2.51 2.06
O -3.29 3.02 -0.89
C -3.61 4.03 -1.49
C -2.78 4.56 -2.60
C -3.13 5.67 -3.25
C -4.35 6.42 -2.89
O -4.66 7.44 -3.49
C -5.17 5.90 -1.78
C -4.83 4.79 -1.13
H -1.89 3.99 -2.85
H -2.54 6.07 -4.07
H -6.06 6.46 -1.53
H -5.42 4.39 -0.32
O 8.02 -2.84 1.00
C 6.96 -2.26 0.86
C 5.93 -2.76 -0.07
C 4.77 -2.12 -0.22
C 4.47 -0.88 0.53
O 3.41 -0.30 0.39
C 5.50 -0.38 1.46
C 6.66 -1.02 1.61
H 6.16 -3.67 -0.61
H 4.00 -2.48 -0.89
H 5.27 0.53 2.00
H 7.43 -0.66 2.29
```

- DFT total energy: -1611.136016 a.u.
- LUMO level: -1.689 eV
- HOMO energy: -0.23086 Eh
- SMILES: C=CC1=C(CC[C@@H](C)CCC=C(C)C)C(=O)OC1=O.O=C1C=CC(=O)C=C1.O=C1C=CC(=O)C=C1
- Frontier orbital gap: 4.593 eV